Molecular formula: C44H52KN9S4Sb
Method: DFT, the ωB97M-V functional and the def2-TZVPD basis

Structure (XYZ):
```
111
Properties=species:S:1:pos:R:3:forces:R:3
K 0.9584 -4.3194 -0.9810 0.5 0.1 -0.5
N 0.1719 -6.2135 3.2936 -1.6 -0.5 0.5
C 1.4031 -6.8227 3.3394 0.2 -1.0 2.3
C 2.0391 -6.5427 2.1867 -1.0 0.8 -0.6
N 1.1845 -5.8293 1.3774 -1.5 0.2 -0.1
C 0.0136 -5.6882 2.0263 3.1 -0.8 1.0
C -1.1860 -5.1022 1.5431 -2.1 2.7 -1.7
N -1.2906 -4.2310 0.4994 0.6 -1.5 1.6
C -2.5992 -3.9315 0.3775 -0.7 -1.9 1.4
C -3.3568 -4.6305 1.3288 0.1 1.0 -0.7
N -2.4396 -5.2737 2.0995 1.9 -1.8 0.7
H -0.5294 -6.2268 4.0754 1.2 0.0 -1.4
H 1.6802 -7.4644 4.2111 -0.2 1.0 -0.9
H 3.0376 -6.7381 1.8697 0.3 -0.3 -0.1
H -2.9547 -3.4123 -0.4627 -0.4 0.9 -0.6
H -4.4328 -4.7133 1.4745 0.5 0.1 0.1
H -2.5095 -5.9796 2.8567 -0.8 1.0 -1.0
N 3.2989 -5.3847 -5.1065 1.6 -0.3 0.3
C 4.4787 -5.7726 -4.4536 -0.2 0.3 0.9
C 5.7917 -5.9394 -4.8826 -0.7 0.2 -1.2
C 6.7667 -5.8827 -3.8965 -0.2 0.3 1.3
C 6.3766 -5.7203 -2.5243 3.3 -0.3 0.4
C 5.1044 -5.6510 -2.0312 -1.3 -0.6 -0.3
C 4.1423 -5.6302 -3.0618 -0.4 0.7 -0.2
N 2.8608 -5.1795 -2.9196 0.4 -0.1 0.7
C 2.4247 -4.9758 -4.1578 -3.0 0.0 0.3
C 1.1226 -4.5095 -4.5376 1.2 0.1 1.5
C 0.7838 -4.2521 -5.8509 -0.6 0.0 -2.2
S -0.8342 -3.5827 -5.9535 0.4 -0.3 0.2
C -0.8999 -3.6576 -4.2310 0.8 -0.5 1.1
N 0.1649 -4.1228 -3.5902 -1.3 0.3 -1.7
H 3.0145 -5.5311 -6.0413 0.1 -0.1 -0.8
H 5.9648 -5.9799 -5.9889 0.2 0.0 1.2
H 7.8432 -5.8565 -4.1000 -0.6 -0.2 -0.1
H 7.2727 -5.6391 -1.8378 -1.2 -0.2 -0.6
H 4.7260 -5.6479 -0.9640 1.0 0.3 -1.3
H 1.2333 -4.6496 -6.7693 -0.2 0.3 0.6
H -1.8370 -3.3796 -3.7494 0.4 0.1 0.2
S 1.1692 5.8988 0.9769 -0.6 -0.6 0.7
C 1.3769 6.0013 -0.6790 0.7 0.1 -0.6
C 2.0876 7.1692 -1.1065 -0.8 0.2 1.1
C 2.3879 7.4070 -2.4013 0.6 1.3 -0.3
C 1.9380 6.5298 -3.3998 -0.2 -1.2 0.6
C 1.3790 5.3317 -3.0174 0.4 1.3 -0.8
C 1.0989 4.9936 -1.7005 0.4 0.1 1.7
S 0.6507 3.4180 -1.3443 -0.2 -0.8 0.2
H 2.2444 7.8760 -0.2684 0.4 -0.3 -0.9
H 3.0099 8.2876 -2.6136 -0.5 -0.3 -0.3
H 2.0282 6.6771 -4.4478 0.5 0.5 -0.7
H 1.2406 4.5795 -3.7485 -0.5 -0.6 -0.7
C -2.1535 5.1159 -0.3511 0.7 1.7 -0.6
C -3.3923 4.5370 -0.9252 -1.5 -3.1 1.4
C -4.6988 5.2223 -0.7529 -1.5 1.0 0.4
C -3.2303 3.9121 -2.3103 0.2 0.4 -0.5
Sb -3.7438 2.7709 0.6076 2.0 -2.4 -1.5
C -5.8684 1.8042 0.0330 2.0 1.2 1.4
C -5.7235 0.3780 0.5022 -0.2 -0.6 0.3
C -6.0151 1.7694 -1.4745 -1.2 0.0 -1.0
C -6.7931 2.7083 0.8769 -1.6 0.7 -2.0
C -3.1978 3.0748 2.9695 -2.2 1.2 -2.9
C -4.3180 4.0014 3.3863 0.3 -0.8 1.5
C -3.3342 1.6717 3.4854 0.3 -1.2 -1.9
C -1.8022 3.6727 2.9881 0.2 -1.5 0.9
H -1.9208 6.1211 -0.8123 0.2 -1.0 -0.1
H -1.2979 4.4239 -0.4227 -0.3 0.5 -0.2
H -2.2299 5.3977 0.6801 -0.4 0.0 0.8
H -4.6853 6.0857 -1.4006 -0.4 0.8 -0.4
H -4.8947 5.5827 0.2875 0.4 -0.1 -0.7
H -5.6293 4.6362 -1.0192 1.2 0.4 0.1
H -3.3218 4.7059 -3.0750 -0.2 0.1 0.2
H -3.9525 3.1185 -2.6321 0.7 0.6 0.7
H -2.1884 3.6071 -2.4319 -0.2 -0.6 0.1
H -4.7802 -0.0420 0.1059 -0.4 0.1 0.3
H -6.5529 -0.2563 0.1272 0.2 0.2 0.0
H -5.7335 0.2778 1.5983 0.2 0.1 -0.3
H -5.3085 1.1684 -2.0859 -0.1 0.0 1.0
H -5.9901 2.7152 -1.9840 0.0 0.8 0.1
H -7.0354 1.3896 -1.7565 0.5 0.0 0.4
H -6.9508 2.4176 1.9153 0.0 -0.5 -0.2
H -7.7818 2.8374 0.3253 0.5 -0.5 0.9
H -6.4747 3.7602 0.9194 0.2 -0.3 -0.1
H -4.1270 5.0262 3.1643 0.2 0.8 -0.4
H -4.2235 3.9015 4.4775 -1.0 0.5 0.4
H -5.3186 3.7414 2.9996 0.5 -0.1 0.6
H -4.3010 1.1039 3.2563 1.3 0.9 -0.3
H -3.2462 1.5433 4.5295 0.3 0.5 1.7
H -2.4243 1.1802 3.0541 -1.1 -0.4 0.2
H -1.7387 4.7022 3.2641 -0.4 0.8 0.3
H -1.2775 3.6106 2.0439 0.3 -0.3 -0.3
H -1.2213 3.1007 3.7498 0.0 0.4 -0.5
S 5.1483 1.1279 1.3648 0.8 1.1 0.9
C 4.0001 -0.0561 0.8671 -1.1 0.4 0.3
C 4.5031 -1.2298 0.3896 0.1 -0.2 -1.9
C 3.5994 -2.1386 -0.1907 -0.9 0.5 0.6
N 2.2569 -1.9373 -0.0858 1.4 -0.4 0.6
C 1.8359 -0.8430 0.5969 -1.4 -0.8 -1.7
C 2.6207 0.2022 0.9405 1.6 -0.4 1.7
C 5.1681 0.8850 3.1316 0.7 0.4 0.0
C 5.6745 1.9692 3.8764 -0.8 -0.7 1.5
C 5.6611 1.9198 5.2788 -0.6 -2.4 0.0
N 5.3094 0.7593 5.9655 0.4 0.9 -1.5
C 4.9702 -0.3086 5.2099 0.3 2.5 -0.1
C 4.8448 -0.2754 3.8124 0.3 0.3 1.3
H 5.5804 -1.1788 0.1836 -0.4 -0.9 0.3
H 3.9632 -3.0369 -0.7055 -0.4 0.3 0.0
H 0.7536 -0.7285 0.6986 0.2 -0.3 0.0
H 2.2461 1.0143 1.5524 -0.1 0.3 -0.6
H 5.9768 2.8605 3.3969 0.2 0.8 -0.5
H 5.9095 2.7646 5.9236 0.0 -0.2 -0.4
H 4.7298 -1.1796 5.7662 -0.2 -0.8 0.3
H 4.5251 -1.1914 3.3969 -0.4 -0.6 -1.0
```
Positions in Å, forces in eV/Å.

Results
- Gap between HOMO and LUMO (alpha / beta): 0.09670 / 0.16558 Eh
- HOMO level (alpha / beta): -1.767 / -3.643 eV
- Total energy: -4633.4230 hartree
- LUMO (alpha / beta): 0.86 / 0.86 eV
- Total charge: -1

***

Molecular formula: C44H53AsCaN3OS2Se2
Method: DFT, the ωB97M-V functional and the def2-TZVPD basis

Structure (XYZ):
```
107
Properties=species:S:1:pos:R:3:forces:R:3
Ca 0.3821 -0.6967 -1.0998 -0.3 0.1 -0.3
C -4.5804 -1.6622 -1.1797 0.0 0.0 0.0
Se -3.1537 -0.5485 -1.8956 0.0 0.0 0.0
C -4.0472 1.1705 -1.6417 0.0 0.0 0.0
C -4.1375 1.6722 -0.2112 0.0 0.0 -0.1
Se -2.4019 2.2576 0.4613 0.0 0.0 0.1
C -3.0044 2.7676 2.2373 -0.1 0.0 0.0
H -5.4144 -1.6856 -1.8759 0.0 0.0 0.0
H -4.9120 -1.2835 -0.2149 0.0 0.0 0.0
H -4.1931 -2.6710 -1.0502 0.0 0.0 0.0
H -5.0446 1.0461 -2.0636 0.0 0.0 0.0
H -3.5045 1.8707 -2.2752 0.0 0.0 0.0
H -4.5194 0.9028 0.4618 0.0 0.0 0.0
H -4.8206 2.5220 -0.1755 0.0 0.0 0.0
H -3.9006 3.3817 2.1721 0.0 0.0 0.0
H -2.2091 3.3540 2.6936 0.0 0.0 0.0
H -3.1947 1.8837 2.8437 0.0 0.0 0.0
S 2.1742 -3.6772 -4.6329 0.0 0.0 0.0
C 1.1607 -2.6137 -5.5484 0.0 0.0 0.1
C 0.9128 -2.6076 -6.9173 0.0 0.0 0.0
C 0.0427 -1.6585 -7.4147 0.0 0.0 0.0
C -0.5717 -0.7373 -6.5608 0.0 0.0 0.0
C -0.3243 -0.7445 -5.2028 0.0 0.0 0.0
C 0.5615 -1.6909 -4.6842 -0.1 0.0 -0.1
N 0.9119 -1.8372 -3.3452 -0.1 0.0 0.3
C 1.7348 -2.8386 -3.1702 0.0 0.0 -0.1
C 2.2995 -3.2444 -1.8712 0.0 -0.1 0.0
C 3.0594 -4.4172 -1.8010 0.0 0.0 0.0
C 3.6290 -4.8012 -0.6008 0.0 0.0 0.0
C 3.4327 -4.0085 0.5224 0.0 0.0 0.0
C 2.6545 -2.8595 0.4324 0.1 0.0 0.0
C 2.0502 -2.4244 -0.7545 0.1 0.1 0.1
H 1.3853 -3.3285 -7.5709 0.0 0.0 0.0
H -0.1693 -1.6306 -8.4750 0.0 0.0 0.0
H -1.2565 -0.0069 -6.9712 0.0 0.0 0.0
H -0.7995 -0.0285 -4.5491 0.0 0.0 0.0
H 3.2113 -5.0425 -2.6748 0.0 0.0 0.0
H 4.2214 -5.7051 -0.5441 0.0 0.0 0.0
H 3.8846 -4.2892 1.4678 0.0 0.0 0.0
H 2.5250 -2.2788 1.3439 0.0 0.0 0.0
C 4.0056 1.1403 0.8056 0.0 0.0 0.0
C 3.5105 1.4213 -0.6052 0.0 0.0 0.0
C 3.5283 2.9051 -0.9565 0.0 0.0 0.0
C 3.1474 3.1761 -2.4081 0.0 -0.1 0.1
N 1.8230 2.6507 -2.7533 0.0 0.0 -0.1
C 0.6052 2.8591 -2.2237 0.0 0.0 -0.1
S -0.5787 1.6448 -2.5060 0.0 0.0 0.0
N 0.2405 3.9359 -1.5396 0.1 0.0 0.2
C 0.9603 5.1690 -1.2289 0.0 0.1 -0.1
C 0.9925 5.4641 0.2778 0.0 0.0 0.0
C -0.0367 6.5045 0.7125 0.0 0.0 0.0
C -1.4751 6.1154 0.3951 0.0 0.0 0.0
H 4.0380 0.0674 0.9996 0.0 0.0 0.0
H 3.3560 1.6086 1.5495 0.0 0.0 0.0
H 5.0119 1.5379 0.9488 0.0 0.0 0.0
H 2.4842 1.0483 -0.7067 0.0 0.0 0.0
H 4.1102 0.8599 -1.3273 0.0 0.0 0.0
H 4.5275 3.3160 -0.7875 0.0 0.0 0.0
H 2.8562 3.4453 -0.2816 0.0 0.0 0.0
H 3.8368 2.6523 -3.0706 0.0 0.0 0.0
H 3.2417 4.2296 -2.6634 0.0 0.0 0.0
H 1.8314 1.7985 -3.2925 0.0 0.1 0.0
H -0.6957 3.8582 -1.1539 0.0 0.0 0.0
H 0.4648 5.9890 -1.7554 0.0 0.0 0.0
H 1.9592 5.1080 -1.6368 0.0 0.0 0.0
H 1.9896 5.8183 0.5467 0.0 0.0 0.0
H 0.8376 4.5273 0.8229 0.0 0.0 0.0
H 0.2028 7.4549 0.2261 0.0 0.0 0.0
H 0.0710 6.6799 1.7849 0.0 0.0 0.0
H -1.6518 6.0568 -0.6825 0.0 0.0 0.0
H -2.1740 6.8522 0.7898 0.0 0.0 0.0
H -1.7336 5.1436 0.8228 0.0 0.0 0.0
O -0.1853 -0.3993 1.0296 0.2 0.1 0.0
As -0.5284 -1.4518 2.2667 0.0 -0.1 0.0
C -0.7081 -3.1812 1.4609 0.0 0.0 0.1
C -0.0619 -4.3043 1.9554 0.0 0.0 0.0
C -0.1077 -5.4920 1.2377 0.0 0.0 0.0
C -0.7890 -5.5530 0.0316 0.0 0.0 0.0
C -1.4398 -4.4287 -0.4608 0.0 0.0 0.0
C -1.4018 -3.2433 0.2552 0.0 0.0 0.0
C -2.1622 -0.9468 3.1340 0.0 0.0 0.0
C -2.1720 -0.4964 4.4479 0.0 0.0 0.0
C -3.3746 -0.1298 5.0398 0.0 0.0 0.0
C -4.5575 -0.2172 4.3207 0.0 0.0 0.0
C -4.5434 -0.6609 3.0031 0.0 0.0 0.0
C -3.3470 -1.0233 2.4072 0.0 0.0 0.0
C 0.8648 -1.4442 3.5727 -0.1 0.0 0.0
C 0.8288 -2.2564 4.7025 0.0 0.0 0.0
C 1.8705 -2.2002 5.6156 0.0 0.0 0.0
C 2.9355 -1.3335 5.4015 0.0 0.0 0.0
C 2.9616 -0.5183 4.2787 0.0 0.0 0.0
C 1.9227 -0.5701 3.3612 0.0 0.0 0.0
H 0.5169 -4.2533 2.8685 0.0 0.0 0.0
H 0.4112 -6.3642 1.6118 0.0 0.0 0.0
H -0.8064 -6.4762 -0.5321 0.0 0.0 0.0
H -1.9641 -4.4739 -1.4073 0.0 0.0 0.0
H -1.9042 -2.3610 -0.1317 0.0 0.0 0.0
H -1.2502 -0.4243 5.0116 0.0 0.0 0.0
H -3.3851 0.2220 6.0628 0.0 0.0 0.0
H -5.4940 0.0606 4.7860 0.0 0.0 0.0
H -5.4695 -0.7287 2.4456 0.0 0.0 0.0
H -3.3342 -1.3571 1.3768 0.0 0.0 0.0
H -0.0055 -2.9261 4.8793 0.0 0.0 0.0
H 1.8514 -2.8303 6.4947 0.0 0.0 0.0
H 3.7468 -1.2945 6.1162 0.0 0.0 0.0
H 3.7923 0.1556 4.1138 0.0 0.0 0.0
H 1.9281 0.0529 2.4766 0.0 0.0 0.0
```
Positions in Å, forces in eV/Å.

Results
- Gap between HOMO and LUMO: 0.30002 Eh
- HOMO level: -9.907 eV
- Total energy: -10460.4887 hartree
- LUMO: -1.74 eV
- Total charge: +1